No. 1
209
Properties=species:S:1:pos:R:3 method="wB97M-V/def2-TZVPD" total_charge=-1 multiplicity=1 relative_energy_kcal_mol=0.0
C -1.406 0.767 2.303
C -1.171 -0.369 1.284
C -2.187 -0.199 0.134
C -1.789 0.949 -0.816
C -0.371 0.746 -1.307
C 0.644 0.582 -0.159
N 0.176 -0.446 0.747
O 1.156 -0.812 1.692
C 0.934 1.952 0.479
C 1.923 0.122 -0.850
C -1.568 -1.679 1.968
H -1.369 1.733 1.796
H -0.578 0.745 3.019
H -2.348 0.712 2.849
H -3.161 0.120 0.512
H -2.298 -1.069 -0.521
H -1.886 1.916 -0.305
H -2.538 1.017 -1.613
H -0.043 1.574 -1.949
H -0.399 -0.136 -1.961
H 1.470 1.765 1.412
H 0.046 2.530 0.733
H 1.528 2.562 -0.206
H 1.814 -0.839 -1.353
H 2.803 0.106 -0.201
H 2.225 0.820 -1.645
H -0.874 -1.893 2.784
H -1.432 -2.458 1.219
H -2.573 -1.683 2.385
C 6.528 1.740 -3.377
C 6.873 1.148 -2.022
O 7.853 1.520 -1.386
N 5.999 0.241 -1.556
C 6.155 -0.483 -0.316
H 5.451 1.738 -3.510
H 6.971 1.081 -4.133
H 7.095 2.659 -3.512
H 5.218 -0.034 -2.139
H 5.353 -0.148 0.361
H 7.071 -0.264 0.218
H 5.928 -1.536 -0.462
C -2.455 -1.579 -4.703
C -2.066 -2.950 -4.175
O -2.376 -3.245 -3.034
N -1.399 -3.753 -5.029
C -0.889 -5.064 -4.676
H -3.428 -1.667 -5.185
H -1.747 -1.095 -5.380
H -2.549 -0.897 -3.861
H -1.136 -3.365 -5.917
H -1.303 -5.835 -5.329
H -1.134 -5.315 -3.649
H 0.194 -5.083 -4.817
C 2.167 -2.005 -3.869
C 3.413 -1.283 -4.323
O 4.006 -0.491 -3.599
N 3.766 -1.457 -5.606
C 4.935 -0.858 -6.210
H 1.444 -1.234 -3.599
H 2.368 -2.552 -2.948
H 1.756 -2.696 -4.604
H 3.231 -2.050 -6.214
H 4.742 0.195 -6.461
H 5.262 -1.368 -7.108
H 5.737 -0.742 -5.480
C 0.999 -2.713 8.893
C 0.816 -2.890 7.409
O 0.718 -4.004 6.911
N 0.820 -1.766 6.666
C 0.602 -1.721 5.239
H 0.358 -3.363 9.481
H 0.770 -1.689 9.200
H 2.045 -2.923 9.118
H 0.921 -0.884 7.137
H 0.237 -2.636 4.780
H 1.567 -1.632 4.721
H 0.030 -0.843 4.958
C 4.568 2.367 2.089
C 5.344 3.510 2.680
O 4.792 4.371 3.355
N 6.680 3.610 2.446
C 7.525 2.604 1.837
H 3.524 2.637 1.976
H 4.604 1.490 2.743
H 4.999 2.042 1.139
H 7.035 4.471 2.830
H 7.120 1.602 1.996
H 8.508 2.629 2.298
H 7.573 2.673 0.748
C -3.420 -4.223 0.114
C -4.329 -4.301 1.318
O -3.877 -4.460 2.444
N -5.676 -4.135 1.174
C -6.423 -4.086 -0.065
H -3.455 -3.189 -0.237
H -3.690 -4.936 -0.666
H -2.399 -4.461 0.399
H -6.181 -4.221 2.041
H -5.798 -3.734 -0.883
H -7.168 -3.290 0.033
H -6.920 -5.031 -0.293
C -5.385 0.349 1.884
C -6.611 0.261 2.755
O -6.716 -0.588 3.630
N -7.482 1.293 2.627
C -8.616 1.538 3.484
H -5.623 0.561 0.840
H -4.883 -0.615 1.919
H -4.717 1.129 2.254
H -7.180 2.033 2.017
H -8.439 2.351 4.192
H -8.795 0.622 4.047
H -9.502 1.762 2.889
C -9.011 -1.687 -2.116
C -7.635 -1.222 -1.665
O -7.506 -0.597 -0.620
N -6.620 -1.445 -2.524
C -5.216 -1.212 -2.233
H -9.461 -0.980 -2.810
H -9.653 -1.724 -1.239
H -8.924 -2.693 -2.530
H -6.854 -1.928 -3.374
H -4.718 -2.161 -2.015
H -5.131 -0.579 -1.355
H -4.765 -0.797 -3.133
C 2.969 4.163 -7.903
C 2.376 3.148 -6.933
O 1.380 2.499 -7.217
N 2.970 3.084 -5.731
C 2.525 2.171 -4.693
H 2.327 5.040 -7.924
H 3.023 3.710 -8.890
H 3.982 4.438 -7.605
H 3.790 3.621 -5.520
H 1.532 2.445 -4.333
H 3.172 2.141 -3.820
H 2.504 1.160 -5.097
C 0.913 -4.747 2.341
C 0.448 -4.782 0.901
O 0.100 -5.845 0.379
N 0.457 -3.626 0.219
C 0.044 -3.561 -1.156
H 1.691 -5.502 2.436
H 0.079 -5.119 2.937
H 1.207 -3.733 2.607
H 0.707 -2.754 0.692
H -0.284 -2.549 -1.384
H -0.725 -4.283 -1.416
H 0.887 -3.812 -1.819
C 3.987 -2.131 3.383
C 4.457 -2.757 2.100
O 5.566 -3.277 1.989
N 3.546 -2.760 1.111
C 3.803 -3.231 -0.232
H 4.707 -2.214 4.189
H 3.076 -2.642 3.711
H 3.639 -1.110 3.200
H 2.648 -2.301 1.273
H 2.980 -3.905 -0.485
H 4.723 -3.812 -0.215
H 3.823 -2.390 -0.928
C 3.249 2.914 5.934
C 2.110 3.707 5.359
O 1.765 4.770 5.849
N 1.533 3.183 4.256
C 0.546 3.891 3.472
H 3.678 2.152 5.277
H 2.942 2.392 6.842
H 4.078 3.590 6.130
H 1.720 2.232 3.987
H -0.260 3.238 3.135
H 1.015 4.190 2.525
H 0.201 4.784 3.978
C 4.544 6.839 -3.972
C 4.088 6.011 -2.786
O 3.324 6.460 -1.949
N 4.568 4.752 -2.731
C 4.348 3.881 -1.595
H 4.314 6.377 -4.933
H 5.623 6.974 -3.872
H 4.053 7.806 -3.921
H 5.090 4.417 -3.521
H 5.106 3.098 -1.628
H 3.373 3.396 -1.663
H 4.513 4.393 -0.651
C -2.271 2.410 -4.574
C -3.685 2.021 -4.166
O -4.302 1.161 -4.780
N -4.165 2.662 -3.075
C -5.465 2.383 -2.517
H -2.258 3.376 -5.074
H -1.881 1.607 -5.190
H -1.673 2.450 -3.659
H -3.743 3.534 -2.807
H -6.051 1.662 -3.076
H -6.050 3.308 -2.443
H -5.429 2.056 -1.472
C -3.051 -1.188 5.333
C -3.749 -0.125 6.146
O -3.173 0.445 7.071
N -5.003 0.209 5.784
C -5.803 1.177 6.518
H -2.106 -0.824 4.940
H -3.677 -1.485 4.492
H -2.824 -1.985 6.041
H -5.412 -0.273 4.990
H -6.779 1.213 6.045
H -5.286 2.138 6.446
H -5.848 0.891 7.568

***

No. 2
28
Properties=species:S:1:pos:R:3 method="wB97M-V/def2-TZVPD" total_charge=0 multiplicity=1 relative_energy_kcal_mol=63.0
C 0.056 -0.642 0.163
C 1.591 -0.250 -0.016
C 2.273 -0.460 1.318
C 2.128 -1.176 -1.087
C 2.809 1.927 -0.584
C -3.297 -1.344 0.308
C -4.410 0.789 0.496
N 1.546 1.252 -0.320
N -3.340 -0.083 -0.026
O -0.821 -0.284 -0.929
P -2.124 0.783 -0.900
H -0.028 -1.689 -0.079
H -0.391 -0.230 1.069
H 2.072 -1.519 1.559
H 1.912 0.136 2.166
H 3.361 -0.419 1.250
H 1.575 -0.781 -2.015
H 1.892 -2.204 -0.947
H 3.204 -0.963 -1.262
H 2.732 2.859 -1.145
H 3.192 2.337 0.377
H 3.455 1.164 -1.081
H 0.947 1.302 -1.138
H -4.080 -1.845 0.881
H -2.469 -1.941 0.024
H -4.195 1.832 -0.018
H -5.519 0.508 0.403
H -4.073 0.942 1.533

***

No. 3
100
Properties=species:S:1:pos:R:3 method="wB97M-V/def2-TZVPD" total_charge=+2 multiplicity=1 relative_energy_kcal_mol=17.8
Ti 0.120 0.011 -0.292
C 0.840 -2.045 0.836
C 1.946 -2.100 -0.015
C 2.607 -0.810 0.112
C 1.876 -0.059 1.073
C 0.803 -0.830 1.584
C 0.212 -0.782 2.992
C 0.708 0.465 3.713
C 0.762 -2.005 3.744
C -1.317 -0.872 2.949
C 3.980 -0.283 -0.328
C 4.030 1.251 -0.478
C 4.919 -0.650 0.847
C 4.544 -0.855 -1.632
C 2.372 -3.455 -0.615
C 1.326 -4.532 -0.282
C 2.530 -3.478 -2.149
C 3.682 -3.904 0.063
H 0.166 -2.859 1.033
H 2.241 0.841 1.534
H 1.787 0.400 3.882
H 0.227 0.546 4.688
H 0.502 1.375 3.154
H 1.847 -2.088 3.626
H 0.301 -2.937 3.401
H 0.546 -1.900 4.810
H -1.762 -0.016 2.448
H -1.725 -0.923 3.961
H -1.636 -1.779 2.426
H 3.437 1.794 0.255
H 3.718 1.564 -1.474
H 5.066 1.569 -0.351
H 4.656 -0.081 1.743
H 5.946 -0.396 0.572
H 4.885 -1.711 1.099
H 3.896 -0.631 -2.489
H 4.734 -1.925 -1.599
H 5.500 -0.367 -1.835
H 0.333 -4.288 -0.680
H 1.243 -4.712 0.795
H 1.638 -5.470 -0.744
H 1.551 -3.496 -2.631
H 3.037 -4.399 -2.445
H 3.117 -2.653 -2.550
H 3.595 -3.842 1.152
H 4.551 -3.327 -0.246
H 3.873 -4.948 -0.198
C -2.581 -3.760 -1.279
O -1.597 -3.210 -2.215
C -0.974 -2.119 -1.941
O -1.124 -1.436 -0.905
N -0.107 -1.732 -2.879
N 0.747 -0.686 -2.536
H -2.313 -4.799 -1.136
H -3.555 -3.683 -1.745
H -2.556 -3.217 -0.340
H 0.061 -2.300 -3.690
H 0.718 0.019 -3.257
H 1.689 -1.036 -2.463
C -3.798 -0.744 -2.366
C -3.109 0.587 -2.044
C -3.606 1.656 -3.030
C -3.341 1.023 -0.600
C -4.649 1.009 -0.133
C -4.976 1.570 1.088
C -3.997 2.186 1.849
C -2.664 2.200 1.454
C -1.682 2.987 2.314
C -1.927 2.766 3.816
C -1.784 4.502 2.047
C -2.336 1.548 0.245
N -0.959 1.541 -0.252
C -0.580 2.716 -0.965
C -1.347 3.855 -1.170
C -0.827 4.913 -1.904
C 0.451 4.862 -2.447
C 1.233 3.727 -2.268
C 0.663 2.725 -1.543
F 1.349 1.531 -1.338
H -3.390 -1.180 -3.285
H -4.866 -0.598 -2.537
H -3.691 -1.455 -1.546
H -2.048 0.472 -2.210
H -4.658 1.884 -2.840
H -3.523 1.291 -4.058
H -3.040 2.581 -2.954
H -5.439 0.595 -0.754
H -6.005 1.559 1.432
H -4.279 2.677 2.774
H -0.677 2.673 2.055
H -2.805 3.328 4.142
H -1.079 3.139 4.393
H -2.088 1.718 4.068
H -2.831 4.816 2.029
H -1.318 4.801 1.110
H -1.287 5.049 2.851
H -2.347 3.909 -0.758
H -1.437 5.797 -2.051
H 0.844 5.698 -3.011
H 2.233 3.639 -2.677

***

No. 4
17
Properties=species:S:1:pos:R:3 method="wB97M-V/def2-TZVPD" total_charge=0 multiplicity=1 relative_energy_kcal_mol=32.1
O 0.317 1.763 -0.742
C 0.055 0.464 -0.316
O -1.084 0.286 -0.031
C 1.361 -0.167 0.082
H -0.603 -2.538 -0.116
H 1.925 0.530 0.693
H 1.234 -1.099 0.614
H 1.946 -0.353 -0.822
H -0.524 2.093 -0.368
H 0.037 0.563 2.211
O 0.483 -0.093 2.753
H -1.521 0.469 -2.598
H -0.586 1.653 -2.544
O -1.110 1.129 -3.167
H -0.118 -0.844 2.714
H -1.094 -1.477 0.814
O -0.719 -2.376 0.824